Record 1
{
  "formula": "C4H8N2O2",
  "method": "the ωB97M-V functional and the def2-TZVPD basis",
  "species": ["C", "C", "C", "O", "N", "N", "C", "O", "H", "H", "H", "H", "H", "H", "H", "H"],
  "xyz": [[-1.4383, -0.6232, -1.3606], [-0.1387, -0.4007, -1.4197], [0.4730, 0.9343, -1.1353], [0.8432, 1.6679, -2.0248], [0.6175, 1.3075, 0.1684], [0.4059, 0.6211, 1.3592], [0.9236, -0.7292, 1.3890], [-0.9398, 0.6635, 1.7492], [-2.1320, 0.1385, -1.0423], [-1.8704, -1.5678, -1.6452], [0.5514, -1.1488, -1.7914], [0.9793, 2.2452, 0.3045], [0.3604, -1.4405, 0.7662], [1.9632, -0.6976, 1.0615], [0.8862, -1.0548, 2.4306], [-1.4845, 0.0847, 1.1906]],
  "forces_ev_per_angstrom": [[-0.11, -0.05, 0.04], [0.11, 0.04, -0.18], [-0.10, -0.16, 0.11], [0.02, 0.02, -0.21], [0.23, 0.55, 0.42], [-0.09, 0.14, -0.53], [0.02, -0.40, 0.21], [-0.34, 0.12, 0.43], [-0.09, 0.22, 0.07], [0.00, -0.18, -0.10], [-0.02, -0.06, -0.01], [-0.06, -0.21, -0.06], [0.12, 0.14, 0.19], [-0.07, -0.02, 0.03], [0.03, -0.04, -0.15], [0.34, -0.13, -0.26]],
  "homo_energy_ev": -9.635,
  "fmax_ev_per_a": 0.73,
  "relative_energy_kcal_mol": 97.8
}

Record 2
{
  "formula": "C4H7NO2",
  "method": "the ωB97M-V functional and the def2-TZVPD basis",
  "species": ["C", "C", "C", "N", "C", "O", "O", "H", "H", "H", "H", "H", "H", "H"],
  "xyz": [[-1.2547, -1.1650, 0.1589], [-0.7703, -1.0310, -1.2574], [0.2628, 2.0782, 0.1384], [0.5310, 1.5632, 1.2649], [2.6118, -0.5899, 0.5473], [2.2557, -1.6639, 0.4471], [0.2335, -0.4456, -1.5955], [-0.6654, -0.5403, 0.8364], [-1.1817, -2.2179, 0.4603], [-2.3157, -0.8934, 0.2160], [-1.4070, -1.5219, -2.0256], [-0.7019, 1.8613, -0.3250], [0.9322, 2.7329, -0.4313], [1.4696, 1.8334, 1.5655]],
  "forces_ev_per_angstrom": [[0.09, 0.09, 0.06], [0.22, 0.10, -0.09], [-0.05, -0.09, 0.21], [0.06, 0.29, -0.35], [-0.37, -1.35, -0.14], [0.43, 1.29, 0.15], [-0.47, -0.24, 0.13], [-0.11, -0.12, -0.11], [0.00, 0.13, -0.07], [0.14, -0.04, -0.04], [0.09, 0.03, 0.05], [0.10, 0.04, 0.07], [-0.03, -0.11, 0.12], [-0.09, -0.01, 0.01]],
  "homo_energy_ev": -9.906,
  "fmax_ev_per_a": 1.41,
  "relative_energy_kcal_mol": 53.4
}

Record 3
{
  "formula": "H2N2O3S",
  "method": "the ωB97M-V functional and the def2-TZVPD basis",
  "species": ["N", "N", "O", "O", "O", "S", "H", "H"],
  "xyz": [[1.3020, -0.1954, 0.3046], [-1.0651, 0.7886, 0.0210], [-2.1558, 0.7781, 0.5384], [-0.5405, 1.5494, -0.7704], [-0.9821, -1.6002, -0.9585], [-0.2670, -0.8393, 0.4557], [1.6220, 0.2189, -0.4709], [2.0865, -0.7003, 0.8801]],
  "forces_ev_per_angstrom": [[-0.60, -4.02, 5.47], [-0.03, -0.09, -0.23], [0.23, 1.05, -0.54], [-0.85, -0.87, 1.31], [3.35, 2.75, 5.66], [-0.77, -1.74, -6.25], [1.03, 1.76, -3.87], [-2.36, 1.16, -1.53]],
  "homo_energy_ev": -10.237,
  "fmax_ev_per_a": 7.12,
  "relative_energy_kcal_mol": 80.8
}

Record 4
{
  "formula": "C36H62BrHgINO5S2Si2",
  "method": "the ωB97M-V functional and the def2-TZVPD basis",
  "species": ["Hg", "S", "C", "C", "C", "C", "C", "N", "H", "H", "H", "H", "C", "C", "C", "C", "Si", "Br", "C", "C", "C", "C", "C", "C", "C", "C", "H", "H", "H", "H", "H", "H", "H", "H", "H", "H", "H", "H", "H", "H", "H", "H", "H", "H", "H", "H", "H", "H", "H", "H", "H", "H", "H", "C", "C", "C", "C", "O", "Si", "S", "O", "C", "C", "C", "C", "O", "C", "C", "C", "C", "H", "H", "H", "H", "H", "H", "H", "H", "H", "H", "H", "H", "H", "H", "H", "H", "H", "H", "H", "H", "H", "H", "H", "H", "H", "H", "H", "I", "C", "C", "C", "C", "C", "C", "C", "O", "O", "H", "H", "H", "H"],
  "xyz": [[1.9273, 0.1934, -1.7067], [4.2543, 1.0068, -1.3794], [3.9154, 2.7220, -1.3754], [4.9541, 3.6363, -1.0915], [4.6881, 4.9835, -1.0636], [3.3904, 5.4328, -1.3076], [2.4345, 4.4687, -1.5746], [2.6767, 3.1611, -1.6137], [5.9479, 3.2588, -0.8881], [5.4845, 5.6891, -0.8513], [3.1335, 6.4835, -1.2900], [1.4046, 4.7532, -1.7713], [-3.0603, 1.7242, -0.1343], [-3.4119, 1.8082, -1.6244], [-4.8780, 2.2407, -1.7520], [-2.5048, 2.9082, -2.2079], [-3.0090, 0.1281, -2.4953], [0.2805, 0.5465, -3.7069], [-3.4489, -1.4199, -1.4238], [-3.3090, -2.6962, -2.2621], [-2.4331, -1.5469, -0.2770], [-4.8683, -1.3867, -0.8415], [-3.7347, 0.0192, -4.2927], [-3.5254, 1.3570, -5.0140], [-2.9642, -1.0279, -5.1145], [-5.2286, -0.3240, -4.3330], [-3.2186, 2.7127, 0.3176], [-2.0116, 1.4562, 0.0203], [-3.6807, 1.0121, 0.4116], [-5.0256, 3.1984, -1.2320], [-5.5607, 1.5137, -1.3042], [-5.1837, 2.3841, -2.7895], [-2.5910, 3.8072, -1.5823], [-2.7758, 3.1860, -3.2255], [-1.4579, 2.6009, -2.2221], [-2.3226, -2.7766, -2.7231], [-4.0599, -2.7664, -3.0502], [-3.4398, -3.5652, -1.6044], [-1.4002, -1.4952, -0.6266], [-2.5766, -2.5194, 0.2145], [-2.5515, -0.7769, 0.4808], [-5.6346, -1.3632, -1.6202], [-5.0305, -0.5231, -0.1944], [-5.0409, -2.2873, -0.2341], [-2.4729, 1.6460, -5.0291], [-4.0966, 2.1718, -4.5691], [-3.8603, 1.2501, -6.0552], [-1.8886, -0.8531, -5.0860], [-3.2936, -0.9632, -6.1615], [-3.1429, -2.0468, -4.7786], [-5.8389, 0.4158, -3.8097], [-5.4378, -1.2988, -3.8896], [-5.5718, -0.3597, -5.3778], [-0.2917, -0.2269, 5.3655], [-0.6493, -0.4462, 3.8988], [-1.4204, -1.7470, 3.7222], [-1.4749, 0.7304, 3.3849], [0.5701, -0.6018, 3.1885], [1.3992, 0.4122, 2.1679], [0.5520, 0.8880, 0.3829], [2.8387, -0.3406, 1.9012], [3.6609, -1.1931, 2.6713], [3.0959, -2.6090, 2.6206], [3.7664, -0.7024, 4.1127], [5.0302, -1.1525, 2.0021], [1.6620, 1.7359, 3.1562], [2.2282, 3.0019, 2.8004], [1.1541, 3.8998, 2.1963], [3.3847, 2.8279, 1.8185], [2.7332, 3.6014, 4.1061], [-1.1897, -0.0772, 5.9717], [0.3471, 0.6537, 5.4533], [0.2534, -1.0906, 5.7530], [-2.3745, -1.7163, 4.2557], [-0.8297, -2.5832, 4.1016], [-1.6172, -1.9161, 2.6637], [-2.4237, 0.7809, 3.9266], [-1.6758, 0.6222, 2.3199], [-0.9368, 1.6691, 3.5254], [2.0738, -2.6193, 3.0020], [3.7086, -3.2888, 3.2204], [3.0818, -2.9605, 1.5875], [2.7907, -0.7159, 4.6018], [4.1398, 0.3233, 4.1330], [4.4536, -1.3412, 4.6751], [4.9352, -1.4436, 0.9560], [5.7289, -1.8290, 2.5034], [5.4328, -0.1386, 2.0335], [0.7150, 3.4228, 1.3204], [1.5877, 4.8581, 1.8976], [0.3624, 4.0836, 2.9292], [3.0431, 2.3771, 0.8855], [4.1509, 2.1776, 2.2450], [3.8326, 3.7976, 1.5820], [1.9117, 3.6761, 4.8223], [3.1474, 4.5989, 3.9395], [3.5083, 2.9646, 4.5375], [1.0578, -8.9711, -0.3108], [1.4153, -7.0162, -0.9565], [1.8623, -6.8041, -2.2528], [2.1122, -5.5016, -2.6652], [1.9201, -4.4272, -1.8070], [1.4563, -4.6667, -0.5186], [1.2036, -5.9606, -0.0810], [2.2569, -3.0093, -2.2789], [2.7370, -2.8881, -3.4055], [2.0018, -2.1219, -1.4133], [2.0175, -7.6375, -2.9249], [2.4646, -5.2842, -3.6654], [1.2962, -3.8134, 0.1289], [0.8513, -6.1412, 0.9258]],
  "forces_ev_per_angstrom": [[0.09, -0.04, 0.11], [0.09, 0.25, -0.14], [0.18, -0.07, -0.06], [0.08, -0.12, -0.05], [0.01, 0.08, -0.03], [0.01, -0.10, 0.01], [-0.04, 0.01, 0.01], [-0.04, -0.01, -0.07], [-0.01, -0.01, -0.02], [0.00, 0.00, 0.02], [-0.01, 0.00, 0.00], [-0.01, 0.00, 0.00], [0.03, 0.02, 0.02], [-0.01, 0.03, -0.03], [-0.03, 0.03, 0.03], [-0.03, 0.03, 0.03], [0.30, -0.05, -0.04], [-0.01, 0.03, -0.07], [-0.08, 0.00, -0.01], [-0.02, -0.05, 0.01], [-0.02, -0.09, 0.03], [-0.02, -0.04, 0.06], [0.02, 0.03, 0.04], [-0.03, -0.01, -0.07], [-0.05, 0.01, -0.08], [-0.04, 0.00, -0.04], [0.00, -0.01, 0.02], [-0.07, 0.02, 0.00], [-0.06, 0.01, -0.01], [-0.01, -0.02, 0.00], [0.01, -0.01, 0.02], [0.01, 0.01, -0.02], [-0.01, 0.00, -0.03], [-0.02, -0.01, -0.03], [0.01, -0.02, 0.05], [0.02, 0.02, 0.03], [-0.03, 0.00, 0.01], [0.01, 0.00, -0.02], [0.00, -0.01, -0.03], [0.01, 0.02, 0.02], [0.01, 0.06, 0.02], [0.01, -0.01, -0.02], [0.03, 0.00, 0.01], [0.00, 0.01, -0.01], [0.03, -0.03, 0.03], [-0.03, 0.00, 0.01], [0.01, 0.03, 0.01], [0.02, 0.05, 0.02], [0.01, -0.03, 0.01], [-0.02, -0.01, 0.01], [0.01, 0.01, 0.01], [0.01, -0.02, -0.01], [-0.01, 0.00, 0.02], [0.02, 0.04, 0.08], [0.06, 0.11, -0.01], [-0.06, -0.05, -0.01], [-0.01, 0.02, 0.00], [0.01, -0.01, -0.13], [0.63, -0.11, 0.28], [-0.57, 0.07, -0.29], [-0.23, 0.06, -0.02], [0.03, -0.01, -0.01], [-0.04, -0.08, 0.01], [-0.02, 0.01, 0.08], [0.06, -0.04, 0.03], [-0.11, 0.03, 0.00], [0.08, -0.13, -0.09], [-0.09, 0.02, 0.02], [-0.06, 0.05, 0.07], [0.02, 0.02, 0.08], [0.00, -0.02, 0.00], [-0.01, 0.01, -0.01], [0.01, 0.00, -0.01], [0.02, 0.01, 0.02], [0.00, 0.00, -0.01], [0.00, 0.00, -0.04], [0.01, 0.01, -0.02], [-0.03, -0.03, -0.05], [0.01, -0.01, 0.02], [0.02, 0.02, 0.02], [0.00, -0.01, -0.03], [0.00, 0.02, 0.00], [0.00, -0.02, -0.03], [0.01, 0.00, -0.01], [0.00, 0.02, 0.01], [-0.01, 0.01, -0.01], [-0.01, 0.00, 0.00], [-0.01, 0.01, -0.02], [0.04, 0.00, -0.02], [-0.01, 0.01, 0.01], [0.00, -0.01, -0.01], [-0.03, 0.00, 0.18], [0.02, -0.02, -0.01], [-0.04, -0.03, 0.03], [0.00, 0.00, 0.00], [0.01, 0.00, -0.01], [0.00, 0.00, 0.00], [-0.04, -0.17, 0.06], [0.03, 0.19, -0.05], [-0.02, 0.08, 0.06], [0.00, -0.04, -0.04], [0.06, -0.12, 0.05], [-0.04, 0.04, -0.02], [0.02, -0.02, -0.07], [-0.03, 0.01, -0.03], [0.01, 0.03, -0.01], [-0.07, 0.04, 0.13], [-0.01, -0.01, 0.00], [0.03, -0.01, 0.00], [0.00, -0.02, 0.01], [-0.01, 0.00, 0.00]],
  "homo_energy_ev": [-1.395, -2.645],
  "charge": -2,
  "s2": 0.75,
  "spin_multiplicity": 2,
  "fmax_ev_per_a": 0.70,
  "relative_energy_kcal_mol": 0.0
}

Record 5
{
  "formula": "C5H11O2",
  "method": "the ωB97M-V functional and the def2-TZVPD basis",
  "species": ["C", "C", "H", "H", "H", "H", "H", "H", "C", "C", "C", "O", "O", "H", "H", "H", "H", "H"],
  "xyz": [[1.5328, -1.1426, -1.3038], [2.2944, -0.1615, -2.1634], [1.8643, -2.1775, -1.3191], [0.4580, -1.1769, -1.6484], [1.5402, -0.7507, -0.2008], [3.4464, -0.0460, -1.8144], [1.8657, 0.8377, -2.1815], [2.3509, -0.5342, -3.1492], [-1.5130, 0.1510, 1.9040], [-1.7822, -0.2241, 0.4091], [-1.3465, 1.8460, 2.1226], [-1.9747, 2.6456, 1.5631], [-0.5269, 1.9617, 3.0215], [-2.3325, -0.3034, 2.4969], [-0.3805, -0.1216, 2.1191], [-2.9055, -0.3238, 0.3471], [-1.1642, -1.0344, 0.0430], [-1.4265, 0.5547, -0.2457]],
  "forces_ev_per_angstrom": [[-1.57, 1.13, 1.95], [3.00, 0.15, 1.37], [0.45, 0.07, -0.06], [0.99, 0.13, 0.52], [-0.22, -0.96, -1.92], [-2.61, -0.22, -0.64], [-0.10, -0.06, 0.15], [0.07, -0.24, -1.37], [2.19, 1.04, -1.81], [-0.91, 0.59, 1.10], [1.81, -6.19, 3.03], [-3.84, 3.94, -4.02], [2.03, 0.83, 1.89], [1.01, 0.27, 0.27], [-2.68, -0.04, 0.25], [1.27, -0.28, -0.76], [-0.55, -1.03, 0.23], [-0.35, 0.87, -0.18]],
  "homo_energy_ev": -3.339,
  "charge": -1,
  "fmax_ev_per_a": 7.13,
  "relative_energy_kcal_mol": 40.4
}

Record 6
{
  "formula": "C5H8NS2",
  "method": "the ωB97M-V functional and the def2-TZVPD basis",
  "species": ["C", "C", "C", "C", "C", "N", "S", "S", "H", "H", "H", "H", "H", "H", "H", "H"],
  "xyz": [[-2.6756, 0.6138, 0.3158], [-2.7607, -0.7051, 0.1735], [-0.3550, -0.0637, 0.1778], [1.8020, -1.1902, -0.1827], [1.6068, 1.2127, -0.0969], [0.9933, -0.0957, 0.1184], [-1.2121, 1.4204, 0.2384], [-1.2203, -1.5445, 0.0854], [-3.5349, 1.2233, 0.3073], [-3.6854, -1.2420, 0.2421], [2.7361, -0.8749, -0.1374], [1.6502, -1.6349, -1.1495], [1.4691, -2.1030, 0.4200], [1.4353, 1.9331, 0.7592], [1.1072, 1.8666, -0.9272], [2.6439, 1.1839, -0.3440]],
  "forces_ev_per_angstrom": [[-1.32, -0.52, -0.58], [0.68, -0.21, 0.57], [2.39, -1.05, -0.31], [-4.21, -4.62, 0.30], [-1.68, 3.11, -0.17], [-2.30, 3.41, -0.44], [1.24, -0.31, 0.17], [-0.66, 0.85, 0.09], [-0.95, 0.60, 0.26], [-0.14, -0.34, -0.19], [4.38, 0.63, 0.80], [-0.29, 0.42, -1.16], [1.15, 1.30, 0.08], [0.47, -1.19, -0.33], [0.63, -1.69, 0.82], [0.62, -0.38, 0.10]],
  "homo_energy_ev": -13.257,
  "charge": 1,
  "fmax_ev_per_a": 6.26,
  "relative_energy_kcal_mol": 7.1
}